{"formula": "C7H24O6", "method": "wB97M-V/def2-TZVPD", "symbols": ["C", "C", "C", "C", "C", "C", "C", "H", "H", "H", "H", "H", "H", "H", "H", "H", "H", "H", "H", "O", "H", "H", "O", "H", "H", "O", "H", "H", "O", "H", "H", "O", "H", "H", "O", "H", "H"], "coordinates": [[1.83978, 0.97995, 0.62475], [0.89415, 0.93361, -0.31039], [0.96823, 1.67699, -1.60755], [-0.41761, 0.30577, 0.10198], [-1.46817, 1.06104, 0.39141], [-0.41901, -1.20675, 0.08349], [0.18974, -1.83147, 1.36195], [1.74539, 0.55717, 1.61397], [2.76242, 1.52354, 0.43072], [0.48766, 1.12721, -2.42001], [0.53190, 2.65910, -1.47476], [2.00277, 1.72690, -1.95691], [-2.44118, 0.64243, 0.62403], [-1.38539, 2.13034, 0.28708], [0.09962, -1.59784, -0.79104], [-1.45812, -1.52699, 0.02968], [-0.17780, -1.18366, 2.15942], [1.27008, -1.72703, 1.46231], [-0.09582, -2.86940, 1.49614], [3.11621, -1.04613, -2.04696], [3.63045, -0.38836, -2.52487], [3.09334, -0.70337, -1.14394], [0.31728, -1.64089, -3.55585], [0.20499, -2.59857, -3.55311], [1.19904, -1.49551, -3.18246], [0.17660, 3.41222, 1.65068], [-0.20703, 4.25663, 1.89056], [0.18681, 2.84531, 2.43889], [-2.20558, -1.43392, -2.45033], [-2.52301, -0.66969, -2.91957], [-1.40504, -1.85025, -2.71002], [-3.37969, -1.92172, 1.93142], [-2.52111, -1.82401, 1.50953], [-4.04075, -1.71063, 1.26921], [0.01102, 1.40072, 3.58886], [-0.33341, 0.59697, 3.18837], [-0.24879, 1.39031, 4.51331]], "forces_ev_per_angstrom": [[0.755, 0.164, -0.611], [-0.685, 0.069, 1.323], [0.550, -0.949, -0.428], [0.694, -0.357, -0.900], [-0.103, -0.162, -0.433], [-0.018, -0.261, 0.705], [0.027, 1.126, -0.066], [-0.175, -0.037, -0.011], [0.012, -0.066, 0.023], [-0.477, 0.124, 0.180], [-0.072, 0.226, -0.192], [0.064, 0.504, 0.310], [0.056, -0.082, 0.074], [-0.056, 0.149, 0.296], [-0.093, 0.153, -0.169], [-0.008, -0.104, -0.329], [-0.291, -0.558, 0.491], [0.080, -0.193, -0.431], [-0.064, -0.052, 0.117], [-0.020, 0.037, -0.041], [0.035, -0.037, -0.108], [-0.251, -0.026, 0.043], [0.188, -0.262, -0.006], [0.279, -0.015, -0.205], [0.061, 0.039, 0.139], [0.221, 0.151, -0.272], [-0.040, 0.026, 0.252], [-0.178, 0.119, -0.068], [-2.234, -0.464, 1.814], [0.790, 0.046, -0.671], [1.012, 0.709, -1.007], [0.008, -0.062, 0.393], [-0.122, 0.022, -0.116], [0.068, 0.024, -0.200], [0.203, 0.061, 0.124], [-0.157, 0.032, -0.048], [-0.062, -0.096, 0.029]], "spin_multiplicity": 1, "total_energy_ev": -19932.0915, "relative_energy_kcal_mol": 36.5, "smiles": "C=C(C)C(=C)CC.O.O.O.O.O.O", "homo_ev": -9.0356, "mol_weight_g_mol": 204.26, "orbital_gap_ev": 9.49}